{
  "formula": "C5H8",
  "method": "the ωB97M-V functional and the def2-TZVPD basis",
  "symbols": ["C", "C", "C", "C", "C", "H", "H", "H", "H", "H", "H", "H", "H"],
  "xyz": [[-0.803, 0.687, -0.940], [0.106, -0.387, 0.241], [0.400, -1.536, -0.471], [0.938, 0.599, 0.950], [-0.541, 0.385, 1.228], [-1.363, 1.493, -0.519], [0.088, 0.952, -1.503], [-1.393, -0.013, -1.509], [1.453, -1.713, -0.715], [-0.368, -2.210, -0.855], [1.215, 1.539, 0.484], [1.576, 0.271, 1.779], [-1.308, -0.065, 1.831]],
  "forces_ev_per_a": [[-0.3, 0.3, 1.0], [1.7, -1.8, -1.5], [0.3, -0.1, 0.6], [-0.5, 0.4, 1.5], [-0.3, -0.1, -2.0], [-0.3, 0.7, -0.5], [-0.2, 0.3, 0.4], [-0.2, -0.2, 0.3], [-0.6, 0.1, -0.1], [0.2, 0.2, 0.3], [0.1, 0.0, 0.1], [0.0, -0.2, -0.5], [-0.1, 0.6, 0.5]],
  "lowdin_charge": [0.09, -0.56, -0.02, -0.09, 0.00, 0.04, 0.09, 0.07, 0.04, 0.04, 0.09, 0.11, 0.11],
  "lumo_ev": -0.16,
  "de_lowest_kj_mol": 629.4,
  "total_charge": 0,
  "orbital_gap_ev": 6.335,
  "multiplicity": 1,
  "max_force_ev_per_a": 2.92,
  "e_tot_ev": -5307.6439
}